Entry from OMol25: a molecular structure, C20H23N3O7PReS5Sb (ωB97M-V with the def2-TZVPD basis set).

Orbital gap (alpha / beta) = 0.2224 / 0.2258 Eh
LUMO (alpha / beta) = -4.910 / -4.845 eV
Charge = +1

Each line ends with the Mulliken charge.
Element x y z (Å)
Re -0.308 0.464 -0.325  -0.26
O -1.252 -0.190 -2.157  -0.46
C -0.907 -1.559 -2.589  3.80
C 0.349 -1.976 -1.793  -0.35
O 0.813 -3.072 -1.888  -0.57
O 0.872 -0.993 -1.051  -0.38
C -0.539 -1.468 -4.063  -0.36
C -1.078 -2.336 -5.001  -0.42
C -0.717 -2.223 -6.337  -0.97
C 0.184 -1.249 -6.742  -0.51
C 0.747 -0.396 -5.803  -1.02
C 0.395 -0.513 -4.467  -0.40
C -2.134 -2.408 -2.293  -0.80
C -3.386 -1.847 -2.553  -0.45
C -4.547 -2.560 -2.302  -0.97
C -4.475 -3.854 -1.798  -0.45
C -3.236 -4.428 -1.565  -0.97
C -2.068 -3.713 -1.812  -0.15
H -0.895 0.418 -2.825  0.46
H -1.780 -3.100 -4.694  0.50
H -1.146 -2.901 -7.065  0.43
H 0.457 -1.162 -7.785  0.41
H 1.474 0.346 -6.106  0.44
H 0.889 0.126 -3.737  0.35
H -3.452 -0.839 -2.946  0.44
H -5.509 -2.110 -2.510  0.44
H -5.381 -4.415 -1.607  0.44
H -3.170 -5.445 -1.199  0.52
H -1.111 -4.192 -1.676  0.69
S -0.358 3.835 0.991  -0.14
Sb 1.343 2.585 2.840  0.89
S 0.969 4.392 -0.445  0.23
S -1.590 2.188 0.369  -0.14
S 3.050 3.900 2.912  -0.34
C -3.056 -1.848 3.622  -0.90
N -1.619 -1.649 3.853  0.15
C -0.928 -2.926 3.649  -0.95
N -1.177 -3.512 2.335  0.15
C -2.622 -3.667 2.148  -0.80
N -3.364 -2.414 2.309  0.15
C -3.077 -1.474 1.227  -0.42
P -1.284 -1.031 1.201  2.89
C -1.080 -0.606 2.989  -0.97
C -0.564 -2.743 1.259  -1.04
H -3.574 -0.894 3.734  0.38
H -3.425 -2.535 4.383  0.33
H -1.281 -3.623 4.408  0.32
H 0.146 -2.782 3.782  0.39
H -2.986 -4.373 2.894  0.29
H -2.816 -4.074 1.155  0.19
H -3.672 -0.565 1.352  0.43
H -3.339 -1.914 0.260  -0.20
H -1.595 0.338 3.188  0.37
H -0.016 -0.466 3.199  0.41
H 0.518 -2.676 1.389  0.44
H -0.751 -3.227 0.307  0.27
O 3.293 1.236 -0.978  -0.58
S 2.035 1.758 -0.637  1.18
O 2.251 3.310 -0.307  -0.31
O 1.447 1.230 0.687  -0.55
O 0.925 1.704 -1.618  -0.53